1.
A 2-piece molecular cluster, C47H60N5 overall at a distorted geometry. Source: the OMol25 dataset; level of theory: ωB97M-V/def2-TZVPD.

Geometry as ORCA input:
```
! RIJCOSX wB97M-V def2-TZVPD def2/J DEFGRID3
* xyz 1 1
C -3.12277 -1.63568 -1.73770
C -2.05121 -2.68056 -1.45460
C -2.09134 -3.82210 -2.47288
C -2.16116 -3.22182 -0.02789
C -3.26989 -4.00209 0.30655
C -3.33750 -4.65289 1.53424
C -2.28378 -4.53564 2.44259
C -1.17051 -3.75465 2.14344
C -0.00870 -3.63956 3.12707
C 0.23867 -4.93015 3.90902
C -0.18709 -2.44402 4.05497
C -1.14861 -3.03785 0.92994
N 0.02079 -2.26502 0.60003
N 1.16925 -2.93386 0.33243
N 2.00825 -1.99119 -0.15295
C 3.24807 -2.35963 -0.80445
C 3.34925 -2.29316 -2.20456
C 2.14356 -1.98894 -3.10445
C 1.81574 -3.17396 -4.01568
C 2.34924 -0.71540 -3.91995
C 4.58435 -2.56634 -2.79523
C 5.67916 -2.93322 -2.01568
C 5.54003 -3.06446 -0.63506
C 4.31597 -2.80068 -0.01735
C 4.17399 -2.96278 1.49840
C 4.98513 -1.90382 2.23938
C 4.53621 -4.37643 1.95167
C 1.46789 -0.73751 -0.03176
C 2.27251 0.44131 -0.30541
C 0.16079 -0.86463 0.41547
C -0.82376 0.08456 0.65272
H -3.01301 -0.79271 -1.04767
H -3.02312 -1.25996 -2.76196
H -4.12623 -2.06233 -1.61614
H -1.07467 -2.19233 -1.53386
H -1.28900 -4.54173 -2.27031
H -3.04885 -4.35590 -2.42520
H -1.95552 -3.43772 -3.48990
H -4.07188 -4.11699 -0.42637
H -4.20619 -5.26484 1.78190
H -2.32920 -5.06561 3.39612
H 0.88067 -3.46525 2.50721
H 0.31514 -5.78343 3.22594
H 1.18057 -4.85619 4.46459
H -0.56741 -5.12351 4.62739
H -0.34386 -1.52840 3.47491
H -1.05915 -2.59066 4.70599
H 0.70011 -2.31106 4.68367
H 1.28731 -1.83155 -2.43784
H 1.64512 -4.08012 -3.42280
H 0.90890 -2.97064 -4.59730
H 2.64045 -3.36865 -4.71365
H 2.63729 0.12844 -3.28143
H 3.14022 -0.85712 -4.66920
H 1.42280 -0.44142 -4.44136
H 4.67596 -2.49618 -3.88201
H 6.64162 -3.13099 -2.48870
H 6.38692 -3.37167 -0.01640
H 3.11120 -2.81093 1.71966
H 4.70362 -0.89760 1.90600
H 4.80747 -1.97080 3.31842
H 6.05865 -2.03944 2.05243
H 3.88771 -5.10688 1.45459
H 5.57869 -4.61423 1.70725
H 4.39620 -4.47404 3.03393
H 1.69739 1.31944 0.00797
H 3.23386 0.43572 0.23974
H 2.49486 0.54358 -1.37787
H -0.56564 1.10932 0.49201
H -1.77598 -0.28640 1.01151
C -1.93664 3.44719 -5.90753
N -0.87825 3.39875 -4.93212
C 0.50467 3.24066 -5.34143
C 1.28753 3.19136 -4.00774
C 0.23374 3.24538 -2.95699
C -1.03004 3.36826 -3.58390
C -2.22139 3.41950 -2.83825
C -2.13241 3.32315 -1.46165
C -0.86936 3.26419 -0.78987
C -0.75682 3.27857 0.63707
C -1.51484 4.12802 1.49950
C -1.13681 4.21366 2.87996
C -1.90365 4.92368 3.77347
C -3.10334 5.53798 3.33631
N -3.81114 5.99795 4.39955
C -5.16080 6.50250 4.36627
C -3.13303 5.76686 5.66198
C -1.78302 5.12948 5.24461
C -3.44258 5.58723 1.97344
C -2.60839 4.95594 1.06768
C 0.31626 3.19034 -1.58441
H -2.88029 3.71199 -5.42151
H -1.70070 4.19834 -6.67349
H -2.05913 2.47810 -6.41650
H 0.63259 2.31644 -5.92947
H 0.81954 4.08090 -5.97863
H 1.89652 2.27935 -3.94748
H 1.97250 4.04669 -3.94282
H -3.17829 3.52614 -3.34726
H -3.04551 3.29365 -0.86819
H 0.17524 2.90608 1.07147
H -0.24210 3.69420 3.22371
H -5.57694 6.38339 3.36106
H -5.79221 5.95688 5.08364
H -5.18861 7.56763 4.63812
H -2.99518 6.71124 6.20834
H -3.72000 5.09476 6.30840
H -1.60005 4.19947 5.79189
H -0.96729 5.82375 5.48650
H -4.33824 6.12327 1.66153
H -2.81316 5.08520 0.00776
H 1.29611 3.13486 -1.10661
*
```

Results
DFT total energy: -57155.869 eV
Maximum force: 2.744 eV/Å
Orbital gap: 3.9 eV
HOMO level: -0.2900 hartree

2.
One molecule with the formula C4H5NOS at a distorted geometry. Source: the OMol25 dataset; level of theory: ωB97M-V/def2-TZVPD.

Geometry as ORCA input:
```
! RIJCOSX wB97M-V def2-TZVPD def2/J DEFGRID3
* xyz 0 1
C 2.06751 -0.07273 -0.39115
C -0.53026 -0.93460 0.26674
C -1.67783 -0.35683 0.35384
C -1.57308 1.11984 -0.12253
H 2.82244 0.49284 0.39844
H 2.10361 -1.25749 -0.50984
H 2.21859 0.47630 -1.56676
H -0.47530 -2.00898 0.92429
H -2.62299 -0.87984 1.08720
N 0.42693 -0.07280 -0.09846
O -0.12092 1.13961 -0.42927
S -2.63871 2.35468 0.08749
*
```

Results
DFT total energy: -18595.605 eV
Maximum force: 7.665 eV/Å
ΔE to the lowest compared entry with this formula, charge and spin: 145.6 kcal/mol
Orbital gap: 8.4 eV
HOMO level: -0.2913 hartree

3.
A 6-piece molecular cluster, C38H84N4O6 overall at a distorted geometry. Source: the OMol25 dataset; level of theory: ωB97M-V/def2-TZVPD.

Geometry as ORCA input:
```
! RIJCOSX wB97M-V def2-TZVPD def2/J DEFGRID3
* xyz 0 1
C 1.58888 -5.01759 -10.64964
C 1.18698 -6.23661 -9.80356
C 0.76797 -7.44502 -10.70985
C 1.88436 -8.24689 -11.25961
C 2.70112 -8.82214 -10.04112
C 3.03283 -7.88566 -8.87808
N 2.29130 -6.66013 -8.85042
O 2.64967 -5.75325 -7.94286
C 2.92873 -8.74456 -7.54443
C 4.38205 -7.34502 -9.12545
C -0.03425 -5.82333 -9.07514
H 0.79599 -4.65795 -11.30544
H 2.40834 -5.15443 -11.35523
H 1.95587 -4.20039 -10.02867
H 0.08450 -8.11421 -10.18722
H 0.18884 -6.95893 -11.49498
H 2.53941 -7.62488 -11.86963
H 1.54125 -9.08307 -11.86885
H 3.57193 -9.29921 -10.49079
H 2.10585 -9.65634 -9.66984
H 1.99932 -9.31401 -7.53895
H 3.80434 -9.38770 -7.45626
H 2.80530 -8.19984 -6.60840
H 4.58209 -6.61819 -9.91273
H 4.76188 -6.75732 -8.28973
H 5.10404 -8.12165 -9.37779
H 0.30860 -5.07662 -8.35892
H -0.57300 -6.56330 -8.48326
H -0.80375 -5.32664 -9.66612
H 3.27814 -5.27251 -8.48646
C 0.93605 -0.48178 -15.85655
C -0.35651 -0.42320 -14.97671
C -1.52104 -0.19612 -16.04138
C -2.10979 -1.51802 -16.66781
C -2.30720 -2.56786 -15.54175
C -1.10774 -2.91199 -14.62072
N -0.45557 -1.61537 -14.16691
O 0.42656 -1.86115 -13.20929
C -1.52934 -3.85540 -13.49570
C -0.07456 -3.74759 -15.49815
C -0.21662 0.76926 -14.06662
H 1.05416 0.54173 -16.21233
H 0.71446 -1.22658 -16.62092
H 1.88484 -0.61097 -15.33577
H -2.27801 0.28795 -15.42431
H -1.24863 0.44523 -16.87956
H -1.40798 -1.79498 -17.45447
H -3.00894 -1.28889 -17.23977
H -2.70772 -3.44850 -16.04392
H -3.07761 -2.09210 -14.93494
H -2.15052 -3.33037 -12.77003
H -2.02642 -4.66149 -14.03536
H -0.69166 -4.28491 -12.94624
H 0.18889 -3.51823 -16.53067
H 0.94047 -3.69885 -15.10389
H -0.35476 -4.79969 -15.54967
H 0.28171 1.60848 -14.55189
H 0.46092 0.53994 -13.24416
H -1.18330 1.10549 -13.69169
H -0.08629 -1.82157 -12.39873
C 4.74505 -4.96531 -21.07701
C 5.78030 -5.28052 -22.08702
C 5.77826 -6.88440 -22.32892
C 4.51348 -7.32986 -23.05211
C 4.34573 -6.56871 -24.41075
C 4.47462 -5.01036 -24.31500
N 5.60191 -4.57901 -23.41917
O 6.11220 -3.30502 -23.68190
C 4.72748 -4.50059 -25.74920
C 3.04511 -4.39370 -23.98703
C 7.23551 -4.90566 -21.68802
H 3.73512 -5.00236 -21.48542
H 4.88892 -3.91829 -20.81023
H 4.96150 -5.52741 -20.16856
H 6.47446 -7.04205 -23.15266
H 5.91985 -7.40472 -21.38165
H 3.70496 -7.10138 -22.35772
H 4.42278 -8.40066 -23.23457
H 3.40090 -6.80484 -24.90028
H 5.01748 -6.97325 -25.16786
H 4.22139 -5.00993 -26.56930
H 4.41614 -3.47102 -25.92560
H 5.74705 -4.63838 -26.10919
H 3.15506 -3.51343 -23.35368
H 2.44174 -4.22373 -24.87874
H 2.52467 -5.11276 -23.35440
H 7.52735 -3.85640 -21.64344
H 7.91658 -5.46727 -22.32741
H 7.54131 -5.30802 -20.72226
H 7.00689 -3.42220 -24.00960
C 3.97591 -4.60076 -16.00870
C 5.19396 -5.53091 -15.77558
C 5.82527 -4.93000 -14.53620
C 6.66666 -5.87045 -13.65903
C 5.99222 -7.21662 -13.50969
C 5.57449 -7.87989 -14.81977
N 4.77712 -6.90785 -15.60650
O 4.25944 -7.45869 -16.81345
C 6.80080 -8.55273 -15.40358
C 4.52206 -9.00383 -14.32557
C 6.18697 -5.27174 -16.96993
H 3.49408 -5.17127 -16.80270
H 4.27453 -3.66967 -16.49036
H 3.34044 -4.36078 -15.15624
H 6.54444 -4.15497 -14.80120
H 5.13812 -4.37691 -13.89587
H 6.98598 -5.43833 -12.71067
H 7.56396 -6.28617 -14.11746
H 5.11419 -6.88541 -12.95518
H 6.57585 -7.93534 -12.93443
H 7.82633 -8.27621 -15.15878
H 6.87991 -9.63696 -15.32428
H 6.75387 -8.45911 -16.48854
H 3.99872 -8.88949 -13.37628
H 3.66650 -9.16621 -14.98114
H 5.01778 -9.95516 -14.13231
H 6.38826 -4.24980 -17.29124
H 6.05621 -6.00677 -17.76411
H 7.16604 -5.62744 -16.64903
H 3.37983 -7.55834 -16.44202
C 4.81774 -3.78811 -10.81606
O 4.27859 -4.09021 -9.55335
H 4.71726 -4.62293 -11.50966
H 4.23995 -3.05818 -11.38303
H 5.88944 -3.59228 -10.85103
H 4.13386 -3.45466 -8.84855
C 1.18328 -4.08153 -19.45943
O -0.09585 -3.57256 -19.90523
H 1.43839 -3.81039 -18.43498
H 1.21234 -5.16318 -19.59096
H 2.05511 -3.76472 -20.03183
H -0.25751 -3.80335 -20.82295
*
```

Results
DFT total energy: -59002.221 eV
Maximum force: 6.265 eV/Å
ΔE to the lowest compared entry with this formula, charge and spin: 148.8 kcal/mol
Orbital gap: 7.7 eV
HOMO level: -0.2666 hartree

Question: What is the DFT total energy in the third record?
Answer: -59002.221 eV

Question: Which of these has the highest maximum force?
Answer: C4H5NOS

Question: Number 1 is which compound?
Answer: C47H60N5

Question: The highest orbital gap belongs to which entry?
Answer: C4H5NOS